Computed, not measured: a structure of composition C29H35N7P2W in a non-equilibrium geometry, with ωB97M-V with the def2-TZVPD basis set.

Element x y z (Å)
W: 0.39959 -0.58884 3.70324
C: -1.30187 0.90639 3.99842
C: -1.33748 0.13353 2.79319
C: -0.74693 0.68660 1.52724
C: 0.73455 0.38246 1.25785
C: 1.70260 0.44772 2.40644
C: 1.52701 1.37440 3.47325
C: 0.59024 2.53452 3.37317
C: -0.81591 2.31870 4.00269
C: 0.38979 -2.56507 3.25688
H: -1.99823 0.63584 4.79052
H: -2.06180 -0.67026 2.71207
H: -0.95815 1.75938 1.40581
H: -1.30350 0.20356 0.69158
H: 0.77191 -0.62972 0.81203
H: 1.07518 1.06613 0.46145
H: 2.66666 -0.02934 2.27156
H: 2.32107 1.45055 4.21549
H: 0.49303 2.88132 2.32961
H: 1.04129 3.39787 3.89701
H: -0.78183 2.71913 5.03311
H: -1.52766 2.98744 3.48114
H: 0.61075 -3.01699 4.23707
H: 1.17669 -2.79813 2.53345
H: -0.58027 -2.90953 2.88822
P: 1.55928 -0.94387 -1.37832
P: -2.12243 -0.18084 -1.25274
N: 2.92075 0.10846 -1.75620
N: 2.15095 -2.24607 -2.42026
N: -2.25840 1.45901 -1.84637
N: -3.65892 -0.71830 -1.96657
C: 0.41226 -0.19601 -2.59462
C: -1.00329 -0.80677 -2.56606
C: 4.00420 0.24344 -0.87852
C: 4.97143 1.03073 -1.49078
C: 4.49705 1.36342 -2.79689
C: 3.24273 0.77729 -2.94215
C: 2.33650 -3.55866 -1.97943
C: 2.78718 -4.32743 -3.04316
C: 2.86916 -3.46737 -4.18930
C: 2.46770 -2.20313 -3.78252
C: -2.48193 2.56492 -1.01068
C: -2.37421 3.72209 -1.76839
C: -2.10664 3.33491 -3.11923
C: -2.00181 1.95154 -3.13418
C: -4.48682 -0.18796 -2.96984
C: -5.39488 -1.16705 -3.36657
C: -5.11094 -2.34665 -2.59844
C: -4.04765 -2.05300 -1.76184
H: 0.80387 -0.34144 -3.61072
H: 0.38440 0.88814 -2.41532
H: -1.48300 -0.64850 -3.54235
H: -0.95556 -1.89429 -2.40754
H: 3.96438 -0.23778 0.08453
H: 5.91613 1.32281 -1.04923
H: 5.01115 1.94149 -3.55399
H: 2.57202 0.77289 -3.78283
H: 2.12268 -3.80038 -0.94693
H: 3.03778 -5.37822 -3.01247
H: 3.19007 -3.73460 -5.18681
H: 2.37046 -1.29076 -4.35491
H: -2.74220 2.40590 0.02637
H: -2.48328 4.73863 -1.41037
H: -2.04551 3.98205 -3.98389
H: -1.75601 1.28579 -3.94459
H: -4.37634 0.83208 -3.29885
H: -6.15821 -1.06062 -4.12553
H: -5.62052 -3.29862 -2.66066
H: -3.52470 -2.64211 -1.02684
N: 0.59911 -0.24320 5.54213
C: 0.57539 0.01545 6.71459
N: 0.93345 0.39826 7.83644
C: 0.37572 0.49776 9.03022
N: 0.03071 0.65894 10.14007

As for the spin multiplicity: 3. The calculation puts the HOMO energy (spin up / spin down) at -12.53 / -12.52 eV. Its LUMO energy (spin up / spin down) is -7.551 / -10.176 eV. The calculation puts the frontier orbital gap (spin up / spin down) at 4.98 / 2.35 eV. Its expectation value of S² is 2.05. Its net charge is +2. For the energy relative to the best compared isomer or geometry (same formula, charge and spin), the calculation gives 66.6 kJ/mol.

=====

Computed, not measured: a structure of composition C11H16AsF6NiO4Sb in a non-equilibrium geometry, with ωB97M-V with the def2-TZVPD basis set.

Element x y z (Å)
Ni: -1.24978 -0.12636 2.53206
O: -2.66734 0.64716 2.06026
O: -1.73372 1.28630 1.47721
F: 0.53220 -0.67296 2.64189
Sb: 0.91115 -0.00143 4.71317
F: -0.15042 1.39390 3.73455
F: 2.42932 0.65463 3.81884
F: 1.48063 0.63826 6.35219
F: 1.47376 -1.76577 4.87478
F: -0.81405 -0.33546 5.38245
C: 2.21985 -0.84250 -1.37898
As: 0.64254 -0.30074 -0.34660
C: 1.24117 1.45903 0.23383
C: -0.85688 -0.07924 -1.68111
C: -0.32205 0.76652 -2.76266
C: -0.34969 2.16399 -2.64656
C: 0.09258 2.96254 -3.68202
C: 0.56586 2.38096 -4.85464
C: 0.59471 0.99568 -4.98280
C: 0.18040 0.19345 -3.93775
H: 2.51410 -0.02811 -2.03851
H: 2.01956 -1.74235 -1.95579
H: 3.02329 -1.04947 -0.67326
H: 1.63137 2.00410 -0.62409
H: 2.03897 1.31747 0.96322
H: 0.43980 2.02004 0.70317
H: -1.66999 0.37693 -1.12213
H: -1.12750 -1.08625 -1.98752
H: -0.75176 2.60885 -1.74324
H: 0.06478 4.03942 -3.58517
H: 0.91518 3.00657 -5.66444
H: 0.94111 0.54733 -5.90405
H: 0.19812 -0.88554 -4.03868
C: -2.22413 -3.87522 2.29140
C: -1.84054 -2.44238 2.30162
O: -1.76896 -1.77990 3.38303
O: -1.59473 -1.79176 1.23983
H: -1.74686 -4.39410 3.12005
H: -1.97918 -4.32993 1.33685
H: -3.30287 -3.93367 2.44960

As for the spin multiplicity: 4. The calculation puts the HOMO energy (spin up / spin down) at -12.53 / -12.75 eV. Its LUMO energy (spin up / spin down) is -6.099 / -6.645 eV. The calculation puts the frontier orbital gap (spin up / spin down) at 6.43 / 6.11 eV. Its expectation value of S² is 3.77. Its net charge is +1. For the energy relative to the best compared isomer or geometry (same formula, charge and spin), the calculation gives 226.2 kJ/mol.

=====

Computed, not measured: an isolated molecule of C6H7Cl2O5P in a non-equilibrium geometry, with ωB97M-V with the def2-TZVPD basis set.

Element x y z (Å)
C: -2.03586 0.90577 -0.06623
C: -1.01277 0.22027 0.35623
C: -3.41229 0.26548 -0.00303
C: -2.19817 -1.59544 0.79032
C: 1.69220 -1.42488 -1.52079
C: 2.42872 2.07018 0.73518
O: -4.42517 0.77469 -0.34378
O: 1.25460 -0.99222 1.36498
O: -3.37625 -1.00016 0.50415
O: 1.24269 -0.15746 -1.06533
O: 1.10345 1.56399 0.74895
P: 0.75334 0.03723 0.45803
Cl: -2.07682 2.49575 -0.69952
Cl: -1.62172 -2.73709 -0.34619
H: -2.03692 -1.86020 1.82567
H: 0.95203 -1.85025 -2.19776
H: 1.85525 -2.09581 -0.67470
H: 2.63219 -1.27145 -2.05702
H: 3.05859 1.51090 0.04353
H: 2.86314 2.03131 1.73698
H: 2.35977 3.10938 0.41034

As for the spin multiplicity: 3. The calculation puts the HOMO energy (spin up / spin down) at -7.01 / -10.48 eV. Its LUMO energy (spin up / spin down) is -0.481 / -3.033 eV. The calculation puts the frontier orbital gap (spin up / spin down) at 6.52 / 7.45 eV. Its expectation value of S² is 2.02. Its net charge is 0.

=====

Computed, not measured: a cluster of 2 separate species, C7H11N2O2 in total in a non-equilibrium geometry, with ωB97M-V with the def2-TZVPD basis set.

Element x y z (Å)
C: -1.90325 -2.06187 -1.99579
C: -0.38356 0.03854 -1.48498
C: -1.47606 -0.71594 -1.90657
C: -1.98890 1.50347 -1.93322
N: -0.62902 1.44379 -1.57002
N: -2.45567 0.28048 -2.27312
H: 0.69383 -0.13525 -1.22064
H: 0.03023 2.11243 -1.14302
H: -2.08548 -2.32787 -2.96442
H: -2.85681 -2.19838 -1.41259
H: -2.68502 2.40795 -2.04459
H: -1.07852 -2.72306 -1.71506
C: 1.78575 -0.77977 2.74831
C: 0.38130 -1.07334 2.94988
C: 1.99314 0.37094 1.66116
O: 1.10163 0.97691 1.14627
O: 3.20929 0.60979 1.63350
H: 2.34960 -0.36659 3.56241
H: 2.35586 -1.73472 2.43765
H: 0.18680 -1.63388 3.87017
H: 0.02894 -1.68754 2.09390
H: -0.28453 -0.16871 2.96734

As for the spin multiplicity: 1. The calculation puts the HOMO energy at -3.85 eV. Its LUMO energy is 3.590 eV. The calculation puts the frontier orbital gap at 7.44 eV. Its net charge is -1. For the energy relative to the best compared isomer or geometry (same formula, charge and spin), the calculation gives 188.4 kJ/mol.

=====

- The highest net charge belongs to which entry?
  C29H35N7P2W

=====

- Among the records above, which one has the lowest net charge?
  C7H11N2O2

=====

- Look up the net charge of the fourth one.
  -1